C19H19N5O7OsS2 | the ωB97M-V functional and the def2-TZVPD basis

Output
Gap between HOMO and LUMO (spin up / spin down)   6.69 / 3.01 eV
E_tot   -2422.03202 a.u.
Lowest unoccupied orbital energy (spin up / spin down)   -7.3 / -11.0 eV
Maximum force   4.93 eV Å⁻¹

Structure (ORCA input):
```
! wB97M-V def2-TZVPD RIJCOSX def2/J DEFGRID3
* xyz 2 5
Os -17.377 -6.939 -5.097
O -16.544 -5.083 -4.959
N -17.662 -4.480 -5.092
O -17.899 -3.356 -5.155
O -18.630 -5.468 -5.289
O -13.978 -6.520 -1.313
S -13.535 -6.838 -2.609
O -12.540 -6.084 -3.250
N -14.790 -7.011 -3.610
C -14.860 -8.134 -4.199
O -15.883 -8.391 -5.148
C -13.768 -9.065 -3.801
C -13.491 -10.326 -4.299
C -12.363 -10.954 -3.766
C -11.602 -10.446 -2.727
C -11.854 -9.106 -2.195
C -12.939 -8.438 -2.813
H -14.070 -10.802 -5.075
H -12.062 -11.952 -4.153
H -10.852 -11.012 -2.163
H -11.209 -8.713 -1.442
C -16.353 -6.296 3.451
C -16.689 -6.643 2.059
C -17.679 -5.977 1.283
C -18.008 -6.346 -0.024
C -17.358 -7.513 -0.586
C -16.359 -8.168 0.155
C -15.995 -7.764 1.452
S -17.723 -8.269 -2.165
C -19.251 -9.072 -1.599
O -18.230 -7.205 -3.133
H -16.877 -7.050 4.111
H -16.667 -5.334 3.691
H -15.312 -6.428 3.579
H -18.118 -5.057 1.669
H -18.745 -5.765 -0.576
H -15.969 -9.041 -0.293
H -15.108 -8.191 2.070
H -19.476 -8.622 -0.632
H -19.113 -10.146 -1.661
H -20.112 -8.817 -2.221
N -17.795 -10.830 -8.703
C -18.551 -10.125 -7.882
C -17.807 -9.147 -7.064
N -18.456 -8.539 -6.138
C -19.789 -8.629 -6.037
C -20.479 -9.380 -6.969
N -19.861 -10.175 -7.867
H -16.998 -10.397 -9.119
H -18.140 -11.548 -9.320
H -16.698 -9.019 -7.119
H -20.288 -7.981 -5.371
H -21.564 -9.418 -6.935
*
```